Version a
11
Properties=species:S:1:pos:R:3 method="wB97M-V/def2-TZVPD" molar_mass_g_mol=70.09 smiles="CC=O.C#C" multiplicity=1 homo_lumo_gap_ev=10.9 e_lumo_ev=1.0 charge=0
C 1.53 -0.10 0.43
C 0.36 0.84 0.78
O 0.08 1.81 0.08
H 1.02 -0.92 -0.08
H 2.00 -0.36 1.39
H 2.30 0.38 -0.17
H -0.24 0.50 1.72
C -1.89 -0.13 -0.62
C -1.66 -1.05 -1.34
H -1.97 0.74 -0.03
H -1.54 -1.70 -2.17


Version b
11
Properties=species:S:1:pos:R:3 method="wB97M-V/def2-TZVPD" molar_mass_g_mol=70.09 smiles="C[C@@H]1CC1=O" multiplicity=1 homo_lumo_gap_ev=9.5 e_lumo_ev=0.9 charge=0
C 0.40 0.96 -0.93
C -0.32 -0.34 -0.34
C -0.79 -0.38 1.09
C 0.59 -1.02 0.57
O 1.61 -1.55 0.83
H 0.24 1.80 -0.25
H -0.07 1.18 -1.88
H 1.47 0.82 -1.08
H -0.84 -0.95 -1.06
H -0.64 0.47 1.74
H -1.65 -0.98 1.32


Version c
11
Properties=species:S:1:pos:R:3 method="wB97M-V/def2-TZVPD" molar_mass_g_mol=70.09 smiles="C1=CCOC1" multiplicity=1 homo_lumo_gap_ev=9.8 e_lumo_ev=1.1 charge=0
C -0.75 -1.01 0.10
C -1.22 0.17 -0.09
C -0.07 1.19 0.06
O 1.07 0.44 -0.12
C 0.77 -0.87 0.00
H -1.38 -1.91 -0.31
H -2.17 0.53 -0.16
H -0.34 1.50 1.10
H 0.10 2.05 -0.55
H 1.58 -1.40 -0.54
H 1.31 -1.14 0.98


According to the calculations, the structures order from most to least stable as version b, version c, version a.


Version a
8
Properties=species:S:1:pos:R:3 method="wB97M-V/def2-TZVPD" molar_mass_g_mol=145.14 smiles="O=S1#[S@@]([O-])(OO)O1" multiplicity=1 homo_lumo_gap_ev=7.7 e_lumo_ev=3.6 charge=-1
O -2.44 1.28 0.14
S -1.76 0.22 -0.62
S -0.16 -0.38 0.49
O 0.70 -1.35 -0.22
O 0.94 1.07 0.28
O 2.25 0.67 -0.06
O -1.71 -1.18 0.29
H 2.19 -0.33 -0.30


Version b
8
Properties=species:S:1:pos:R:3 method="wB97M-V/def2-TZVPD" molar_mass_g_mol=145.14 multiplicity=1 homo_lumo_gap_ev=8.6 e_lumo_ev=3.7 charge=-1
O -0.03 2.05 -0.01
O -0.79 0.48 -1.61
O 0.08 -0.26 2.25
O 1.18 -0.27 -0.36
O -0.93 -1.75 0.75
S 0.37 1.20 -1.16
S -0.59 -0.35 0.95
H 0.69 -1.10 -0.81


According to the calculations, the structures order from most to least stable as version b, version a.


Version a
25
Properties=species:S:1:pos:R:3 method="wB97M-V/def2-TZVPD" molar_mass_g_mol=127.18 smiles=CNC(C)C.O.O.O multiplicity=1 homo_lumo_gap_ev=8.9 e_lumo_ev=0.6 charge=0
C -1.77 -0.36 0.26
N -0.33 -0.61 0.13
C 0.28 -0.77 -1.17
C 0.35 0.55 -2.02
C -0.54 -1.77 -2.05
H -1.96 0.71 0.09
H -1.99 -0.66 1.28
H -2.25 -0.98 -0.49
H 0.15 0.05 0.73
H 1.29 -1.14 -0.93
H 0.19 1.35 -1.31
H -0.44 0.60 -2.77
H 1.33 0.75 -2.47
H -1.07 -1.34 -2.90
H -1.11 -2.43 -1.42
H 0.26 -2.40 -2.43
O -0.39 2.14 1.52
H -0.23 2.88 2.14
H -1.09 2.32 0.89
O -0.73 -0.41 3.16
H -0.98 -1.35 3.16
H 0.15 -0.20 2.81
O 3.00 0.63 -0.40
H 2.30 1.26 -0.59
H 3.03 -0.08 -1.05


Version b
25
Properties=species:S:1:pos:R:3 method="wB97M-V/def2-TZVPD" molar_mass_g_mol=127.18 smiles=CCNCC.O.O.O multiplicity=1 homo_lumo_gap_ev=10.2 e_lumo_ev=0.7 charge=0
C 1.60 0.10 1.50
C 0.35 -0.59 1.97
N -0.89 -0.01 1.36
C -1.52 -0.87 0.35
C -2.89 -0.28 -0.01
H 1.70 -0.01 0.41
H 2.48 -0.35 1.96
H 1.62 1.18 1.65
H 0.36 -1.67 1.81
H 0.19 -0.53 3.06
H -1.55 0.15 2.11
H -0.88 -0.99 -0.54
H -1.67 -1.88 0.74
H -3.58 -0.45 0.82
H -2.72 0.78 -0.18
H -3.16 -0.67 -0.98
O 1.51 -1.84 -1.99
H 2.40 -1.84 -1.67
H 1.37 -0.90 -2.28
O -0.09 2.18 -0.31
H -0.17 1.52 0.42
H -0.99 2.51 -0.42
O 1.64 0.90 -2.20
H 1.47 1.39 -3.02
H 1.11 1.43 -1.54


According to the calculations, the structures order from most to least stable as version b, version a.


Version a
25
Properties=species:S:1:pos:R:3 method="wB97M-V/def2-TZVPD" molar_mass_g_mol=127.18 smiles=CCNCC.O.O.O multiplicity=1 homo_lumo_gap_ev=9.5 e_lumo_ev=0.7 charge=0
C 1.33 2.24 1.14
C 1.01 0.75 1.17
N -0.50 0.57 1.25
C -1.01 -0.67 1.66
C -1.77 -1.14 0.38
H 2.14 2.43 1.70
H 0.43 2.69 1.65
H 1.22 2.60 0.09
H 1.37 0.13 0.33
H 1.61 0.22 1.92
H -0.97 1.46 1.62
H -0.31 -1.41 1.88
H -1.82 -0.59 2.48
H -2.48 -1.94 0.47
H -2.51 -0.25 0.05
H -1.06 -1.16 -0.49
O 1.68 -2.30 -1.07
H 2.56 -2.22 -1.32
H 1.14 -1.84 -1.68
O -0.62 0.91 -1.65
H -0.66 0.77 -0.69
H -1.40 1.39 -1.89
O 0.53 -1.09 -3.06
H -0.42 -1.37 -3.27
H 0.52 -0.20 -2.67


Version b
25
Properties=species:S:1:pos:R:3 method="wB97M-V/def2-TZVPD" molar_mass_g_mol=127.18 smiles=CCN(C)C.O.O.O multiplicity=1 homo_lumo_gap_ev=9.6 e_lumo_ev=0.6 charge=0
C 2.30 -2.05 -0.67
C 1.82 -0.85 0.19
N 0.71 -0.17 -0.52
C -0.56 -0.01 0.25
C 1.10 1.27 -0.84
H 3.28 -2.43 -0.38
H 1.75 -3.03 -0.31
H 2.11 -1.73 -1.67
H 2.75 -0.16 0.38
H 1.60 -1.12 1.14
H -1.12 0.71 -0.17
H -0.55 0.12 1.42
H -1.09 -0.88 -0.06
H 0.75 1.97 -0.03
H 2.13 1.41 -0.84
H 0.69 1.54 -1.72
O -1.94 3.30 -1.74
H -1.61 2.59 -2.42
H -1.18 3.37 -1.14
O -3.68 0.82 0.66
H -3.50 1.63 0.17
H -4.58 0.78 0.86
O -0.49 -2.28 2.84
H -0.86 -1.90 2.06
H 0.17 -2.90 2.54


According to the calculations, the structures order from most to least stable as version a, version b.


Version a
9
Properties=species:S:1:pos:R:3 method="wB97M-V/def2-TZVPD" molar_mass_g_mol=109.99 multiplicity=1 homo_lumo_gap_ev="8.3 / 8.3" e_lumo_ev="-0.6 / -0.6" charge=0
C 0.33 -1.16 0.25
O 0.90 2.87 0.21
O 1.40 -0.44 0.10
P 0.59 1.70 1.02
P -0.90 0.16 -0.18
H 0.24 -1.89 -0.64
H 0.23 -1.53 1.40
H -2.19 -0.26 -0.63
H -0.59 0.53 -1.51


Version b
9
Properties=species:S:1:pos:R:3 method="wB97M-V/def2-TZVPD" molar_mass_g_mol=109.99 multiplicity=1 homo_lumo_gap_ev=7.3 e_lumo_ev=-1.8 charge=0
C -0.99 0.39 -0.09
O -1.22 -2.11 0.65
O 2.57 0.27 -0.16
P 2.34 -1.05 0.45
P -0.34 -1.41 -0.28
H -1.89 0.64 0.50
H -0.14 0.85 0.53
H -1.09 0.96 -1.12
H 3.29 -2.11 0.06


Version c
9
Properties=species:S:1:pos:R:3 method="wB97M-V/def2-TZVPD" molar_mass_g_mol=109.99 multiplicity=1 homo_lumo_gap_ev="9.5 / 4.6" e_lumo_ev="-1.3 / -3.7" charge=0
C -0.55 0.17 0.12
O 2.82 1.60 2.89
O 2.12 -0.71 2.09
P 2.23 0.76 1.86
P -0.24 -1.63 0.27
H -1.43 0.45 0.71
H 0.28 0.81 0.32
H -0.46 0.29 -0.94
H 0.95 -1.34 -0.37


According to the calculations, the structures order from most to least stable as version b, version c, version a.


Version a
21
Properties=species:S:1:pos:R:3 method="wB97M-V/def2-TZVPD" molar_mass_g_mol=132.16 multiplicity=1 homo_lumo_gap_ev=8.9 e_lumo_ev=0.8 charge=0
C 0.45 0.18 1.74
C -0.82 -0.64 -0.19
C 0.40 1.92 0.58
C -0.67 -2.13 -0.52
N -0.79 -0.34 1.24
C 0.28 0.16 -0.90
N -0.09 0.80 -2.04
O 1.57 -0.39 1.54
O 1.51 -0.27 -0.88
H 1.73 -0.45 0.19
H -1.14 -1.10 1.81
H 0.30 0.65 2.72
H -1.79 -0.29 -0.58
H 0.66 1.23 -2.56
H -0.97 1.28 -2.05
H -0.56 2.30 0.24
H 0.62 2.38 1.54
H 1.23 2.18 -0.08
H -1.49 -2.69 -0.07
H -0.70 -2.28 -1.60
H 0.27 -2.51 -0.13


Version b
21
Properties=species:S:1:pos:R:3 method="wB97M-V/def2-TZVPD" molar_mass_g_mol=132.16 multiplicity=1 homo_lumo_gap_ev="7.9 / 7.1" e_lumo_ev="0.7 / -0.6" charge=0
C 0.39 0.61 -0.10
C 0.81 -0.50 0.65
C -2.11 -0.92 0.82
C 0.43 1.98 0.50
C -0.28 0.49 -1.44
N 0.90 -1.77 0.20
O -1.18 -0.04 1.32
N 2.47 0.56 -0.90
O 2.81 -0.43 -1.41
H 1.31 -0.31 1.60
H 1.20 -2.49 0.83
H 0.58 -2.02 -0.72
H -2.67 -0.54 -0.06
H -1.68 -1.90 0.53
H -2.88 -1.16 1.58
H 0.77 1.95 1.54
H 1.10 2.63 -0.07
H -0.57 2.41 0.49
H -0.17 -0.49 -1.90
H -1.35 0.70 -1.33
H 0.13 1.24 -2.13


According to the calculations, the structures order from most to least stable as version a, version b.


Version a
21
Properties=species:S:1:pos:R:3 method="wB97M-V/def2-TZVPD" molar_mass_g_mol=132.16 smiles="C=C[C@@](C)(O)N(C)ON" multiplicity=1 homo_lumo_gap_ev=9.6 e_lumo_ev=0.8 charge=0
C 2.12 -0.53 1.22
C 0.94 -0.93 0.70
C 0.30 -0.43 -0.62
C 1.25 0.41 -1.48
O 0.01 -1.63 -1.34
N -0.88 0.38 -0.33
C -2.13 -0.36 -0.28
O -0.54 0.62 1.23
N -0.80 1.87 1.82
H 2.60 0.39 0.92
H 2.58 -1.08 2.04
H 0.46 -1.81 1.11
H 0.78 0.66 -2.44
H 2.16 -0.15 -1.70
H 1.53 1.35 -0.99
H -0.32 -1.35 -2.21
H -2.92 0.28 0.12
H -2.44 -0.64 -1.30
H -2.08 -1.28 0.31
H -0.91 2.48 1.01
H -1.73 1.76 2.21


Version b
21
Properties=species:S:1:pos:R:3 method="wB97M-V/def2-TZVPD" molar_mass_g_mol=132.16 smiles="CN(C)C(N)=O.CC=O" multiplicity=1 homo_lumo_gap_ev=10.2 e_lumo_ev=0.9 charge=0
C 0.97 0.95 1.40
N 0.20 0.66 0.19
C 0.97 0.82 -1.04
C -1.17 1.15 0.21
N -1.69 1.53 -1.01
O -1.72 1.39 1.26
H 0.30 0.87 2.25
H 1.79 0.25 1.48
H 1.38 1.97 1.38
H 1.99 0.47 -0.87
H 1.01 1.86 -1.37
H 0.52 0.21 -1.83
H -2.68 1.72 -0.93
H -1.50 0.93 -1.80
C 0.50 -2.45 0.05
C -0.67 -1.51 0.16
O -1.42 -1.24 -0.80
H 1.22 -2.26 0.86
H 0.13 -3.47 0.18
H 0.97 -2.36 -0.93
H -1.09 -1.50 1.18


According to the calculations, the structures order from most to least stable as version b, version a.


Version a
21
Properties=species:S:1:pos:R:3 method="wB97M-V/def2-TZVPD" molar_mass_g_mol=132.16 smiles="CN(N)C(C)(C)C(=O)O" multiplicity=1 homo_lumo_gap_ev=9.6 e_lumo_ev=0.8 charge=0
C 0.80 1.62 -1.00
N -0.22 1.08 -0.11
N -0.25 1.75 1.14
C -0.20 -0.37 0.08
C 1.09 -0.91 0.73
C -1.42 -0.74 0.95
C -0.45 -1.06 -1.25
O -0.86 -0.54 -2.26
O -0.22 -2.38 -1.18
H 1.82 1.56 -0.58
H 0.77 1.09 -1.94
H 0.56 2.66 -1.18
H 0.70 1.95 1.49
H -0.73 2.63 1.01
H 1.95 -0.71 0.09
H 1.23 -0.42 1.69
H 1.01 -1.98 0.88
H -2.32 -0.36 0.48
H -1.48 -1.82 1.06
H -1.31 -0.27 1.92
H -0.44 -2.79 -2.03


Version b
21
Properties=species:S:1:pos:R:3 method="wB97M-V/def2-TZVPD" molar_mass_g_mol=132.16 smiles="[H]/N=C/CC.CC(=O)ON" multiplicity=1 homo_lumo_gap_ev=10.6 e_lumo_ev=0.9 charge=0
H 0.31 2.09 2.51
N 0.54 1.20 2.05
C -0.24 0.25 2.32
C -0.06 -1.09 1.69
C -1.29 -1.47 0.86
H -1.10 0.33 3.00
H 0.82 -1.08 1.06
H 0.08 -1.83 2.49
H -2.19 -1.49 1.48
H -1.43 -0.75 0.06
H -1.16 -2.46 0.43
C 1.83 1.00 -0.90
C 0.93 0.21 -1.76
O 1.16 -0.59 -2.61
O -0.25 1.05 -1.83
N -1.21 0.69 -2.81
H 1.58 2.02 -1.36
H 1.43 1.10 0.11
H 2.84 0.63 -0.95
H -1.89 0.07 -2.36
H -0.69 0.11 -3.49


Version c
21
Properties=species:S:1:pos:R:3 method="wB97M-V/def2-TZVPD" molar_mass_g_mol=132.16 smiles="C=NC(C)=O.CCON" multiplicity=1 homo_lumo_gap_ev=9.5 e_lumo_ev=-0.2 charge=0
C 1.30 -1.13 -1.00
N 0.15 -0.88 -1.57
C -0.26 0.42 -1.70
C -1.71 0.57 -2.06
O 0.40 1.42 -1.40
H 2.18 -0.48 -1.16
H 1.53 -2.19 -0.79
H -1.79 1.10 -3.01
H -2.21 -0.40 -2.12
H -2.21 1.17 -1.29
C -0.93 -1.05 1.56
C -0.09 0.18 1.67
O 1.42 -0.19 1.29
N 2.23 0.99 1.08
H -1.37 -1.32 2.53
H -1.74 -0.91 0.83
H -0.35 -1.92 1.26
H -0.14 0.63 2.67
H -0.31 0.94 0.92
H 1.73 1.50 0.34
H 2.17 1.52 1.94


Version d
21
Properties=species:S:1:pos:R:3 method="wB97M-V/def2-TZVPD" molar_mass_g_mol=132.16 smiles="CCC(N)=O.CC(N)=O" multiplicity=1 homo_lumo_gap_ev=10.3 e_lumo_ev=0.6 charge=0
C -1.73 1.24 -2.06
C -1.05 0.81 -0.74
C -2.07 -0.01 0.02
N -1.69 -1.28 0.36
O -3.15 0.42 0.37
H -1.19 1.07 -3.01
H -2.05 2.27 -2.03
H -2.67 0.70 -2.19
H -0.17 0.20 -0.85
H -0.60 1.69 -0.29
H -2.40 -1.71 0.93
H -0.72 -1.59 0.42
C 3.27 -0.66 0.64
C 1.76 -0.83 1.05
N 1.08 0.23 1.52
O 1.30 -1.96 1.03
H 3.91 -0.91 1.47
H 3.28 0.40 0.35
H 3.42 -1.21 -0.28
H 0.16 -0.09 1.78
H 1.30 1.20 1.52


According to the calculations, the structures order from most to least stable as version d, version a, version b, version c.